The following is a quantum chemistry calculation of a molecular structure, C4H6O2, from the Open Molecules 2025 dataset.

Calculated values
* electronic energy: -306.29674 hartree
* ΔE to the lowest compared entry with this formula, charge and spin: 550.19 kJ/mol
* frontier orbital gap (alpha / beta): 8.35 / 8.35 eV
* lowest unoccupied orbital energy (alpha / beta): -0.5 / -0.5 eV

Geometry as XYZ:
```
12
C4H6O2 | the Open Molecules 2025 dataset | ωB97M-V/def2-TZVPD
O 2.117 -1.642 -0.006
C 1.327 -0.813 0.370
C 0.354 -0.133 -0.539
C -1.646 -0.527 -0.040
O -1.697 0.843 -0.226
C -0.332 1.160 -0.044
H 1.249 -0.538 1.444
H 0.733 -0.093 -1.566
H -0.625 -0.912 -0.796
H -1.282 -0.733 0.999
H -0.111 1.332 1.022
H -0.087 2.057 -0.618
```

natural (NBO) population analysis, charges in e, atoms 1 to 4:
1 O -0.50
2 C 0.41
3 C -0.44
4 C 0.03